1.
A molecular structure, C23H39BrN9O4S5Ta. Source: the Open Molecules 2025 dataset; level of theory: ωB97M-V with the def2-TZVPD basis set.

Each line ends with the Mulliken charge.
Atoms and positions in Å:
Ta (0.13156, 0.35992, 0.08875)  -0.557
S (2.45182, 0.86004, 0.80332)  -0.448
S (3.84219, 0.40299, -0.67695)  -0.010
S (2.80038, -0.93363, -1.78620)  0.051
S (1.19898, 0.23661, -2.30232)  -0.050
Br (-4.82198, 0.12117, -2.20968)  -0.065
C (-3.39704, -0.95563, -2.85237)  -0.068
C (-3.51990, -1.55078, -4.10034)  -0.686
C (-2.50532, -2.39816, -4.50993)  -0.576
C (-1.43169, -2.62899, -3.66355)  -1.003
C (-1.40482, -1.95709, -2.45858)  1.035
N (-2.36161, -1.11617, -2.05411)  0.267
C (-0.26245, -2.19618, -1.51845)  -0.382
O (0.55074, -3.03885, -1.68278)  -0.470
O (-0.24504, -1.37410, -0.40826)  1.906
H (-4.38546, -1.36100, -4.71942)  0.500
H (-2.56277, -2.88885, -5.47322)  0.481
H (-0.63008, -3.30956, -3.91646)  0.557
C (-4.24539, 0.06844, 2.16672)  -1.524
C (-3.18052, -0.38937, 1.22076)  0.023
N (-3.28435, -1.60238, 0.70738)  0.061
O (-2.21702, 0.37181, 0.95238)  0.333
H (-5.07192, -0.63566, 2.22711)  0.524
H (-4.62518, 1.03604, 1.83729)  0.258
H (-3.81424, 0.19999, 3.16078)  0.278
H (-4.07366, -2.19444, 0.90227)  0.226
H (-2.62492, -1.87935, -0.00315)  -0.063
C (-0.19575, 2.85559, 3.98938)  -1.182
S (-1.16389, 2.04938, 2.72952)  0.783
C (-1.89510, 3.50583, 2.00982)  -1.132
O (-0.06565, 1.66754, 1.69440)  -0.473
H (0.42094, 3.63466, 3.54157)  0.369
H (0.42543, 2.10296, 4.47292)  0.250
H (-0.89058, 3.27700, 4.71821)  0.545
H (-2.36497, 4.08202, 2.80772)  0.608
H (-2.64166, 3.18528, 1.28539)  0.195
H (-1.10501, 4.07782, 1.52305)  0.324
C (-0.38811, -2.41590, 2.17778)  -0.615
N (-0.17373, -3.31749, 3.28887)  0.136
C (-0.17433, -2.55002, 4.53662)  -0.675
N (0.87429, -1.52251, 4.53286)  0.072
C (0.64662, -0.63744, 3.41146)  -0.473
N (0.65426, -1.34489, 2.09978)  1.139
C (1.98238, -2.04492, 1.98429)  -0.929
N (2.20627, -2.94591, 3.09624)  0.090
C (1.14303, -3.95328, 3.13255)  -0.697
C (2.17771, -2.18507, 4.34688)  -0.725
H (-1.35955, -1.93575, 2.28813)  0.003
H (-0.36170, -2.98375, 1.24993)  0.060
H (-0.00897, -3.22571, 5.37424)  0.367
H (-1.14659, -2.06711, 4.65996)  0.299
H (1.42759, 0.12465, 3.38532)  0.129
H (-0.33066, -0.16701, 3.53626)  -0.018
H (2.76706, -1.29727, 1.96795)  0.410
H (1.98986, -2.60058, 1.04480)  0.180
H (1.31307, -4.62667, 3.97122)  0.349
H (1.15810, -4.52969, 2.20712)  0.364
H (2.96331, -1.42847, 4.32753)  0.322
H (2.35513, -2.85751, 5.18462)  0.348
C (2.33153, 4.25293, -3.25135)  -0.537
C (2.73784, 3.95350, -1.82450)  -0.651
N (1.62063, 3.31662, -1.11464)  0.176
C (0.40705, 3.08414, -1.60818)  -0.001
N (-0.42767, 2.23290, -0.95450)  0.727
C (-1.82179, 2.30238, -1.44476)  -0.088
C (-1.82749, 2.19549, -2.96168)  -0.308
C (-1.16438, 3.44739, -3.48780)  -1.045
N (0.01751, 3.77883, -2.68237)  0.131
C (0.92055, 4.81082, -3.21154)  -0.848
H (2.33499, 3.33811, -3.84824)  0.265
H (3.02352, 4.96094, -3.70321)  0.421
H (3.00417, 4.87280, -1.30162)  0.422
H (3.59706, 3.28507, -1.79404)  0.284
H (1.83437, 2.88554, -0.22800)  -0.036
H (-2.26398, 3.26398, -1.15561)  0.583
H (-2.40409, 1.51202, -0.97917)  -0.663
H (-2.83578, 2.11434, -3.36017)  0.516
H (-1.25512, 1.31332, -3.25805)  0.050
H (-1.85747, 4.28954, -3.44332)  0.339
H (-0.85188, 3.32459, -4.52529)  0.505
H (0.87869, 5.69548, -2.57106)  0.284
H (0.56648, 5.09255, -4.19932)  0.459

Summary:
LUMO	-6.4	eV
HOMO-LUMO gap	6.77	eV
2S+1	1
total charge	+2

2.
A molecular structure, C43H61As2BN10S5W. Source: the Open Molecules 2025 dataset; level of theory: ωB97M-V with the def2-TZVPD basis set.

Each line ends with the Mulliken charge.
Atoms and positions in Å:
W (1.51393, 1.49592, -0.69802)  0.219
C (-0.30672, -0.01003, -5.51185)  -1.832
C (-0.99681, -0.22930, -4.20759)  0.242
C (-2.33447, -0.51259, -4.09407)  -0.533
C (-2.94554, -0.65246, -2.82332)  -0.458
N (-2.22010, -0.57288, -1.72716)  -0.276
N (-0.92035, -0.33424, -1.82869)  0.960
B (-0.04676, -0.38514, -0.52552)  -0.569
N (-0.95630, -0.11502, 0.69084)  1.288
N (-1.14551, -1.02199, 1.64159)  -0.319
C (-2.10370, -0.82264, 2.52490)  -0.259
C (-2.98167, 0.27912, 2.39187)  -0.882
C (-2.73786, 1.26249, 1.46232)  -0.020
C (-3.60694, 2.46846, 1.31811)  -1.777
C (-1.60378, 1.05277, 0.66003)  1.161
S (-0.86396, 2.26886, -0.33527)  -0.795
C (-2.26137, -1.78181, 3.68629)  1.662
C (-3.71984, -2.27382, 3.73202)  -1.633
C (-1.32483, -2.98030, 3.54957)  -1.348
C (-1.92937, -1.02483, 4.98614)  -1.823
N (0.60570, -1.79453, -0.42800)  0.637
N (-0.25967, -2.81225, -0.37391)  -0.726
C (0.20113, -4.04605, -0.33524)  0.144
C (1.59282, -4.29401, -0.42199)  -0.864
C (2.48536, -3.26315, -0.49097)  0.197
C (3.96226, -3.45740, -0.59708)  -1.858
C (1.92831, -1.96584, -0.45825)  1.454
S (2.95313, -0.58527, -0.48073)  -0.476
C (-0.74692, -5.21796, -0.19080)  1.984
C (-0.62344, -6.10885, -1.44085)  -1.764
C (-2.19739, -4.76223, -0.04588)  -1.449
C (-0.30354, -6.03331, 1.04105)  -1.506
C (-0.29282, -0.12055, -2.99006)  1.701
S (1.38413, 0.26435, -2.91280)  -0.239
C (-4.43725, -0.88375, -2.66207)  2.125
C (-4.62051, -2.32012, -2.14138)  -1.537
C (-5.19117, -0.74179, -3.98687)  -2.218
C (-4.99669, 0.10515, -1.63137)  -1.424
H (-1.02530, 0.05947, -6.32487)  0.425
H (0.37171, -0.83890, -5.73052)  0.394
H (0.29746, 0.89893, -5.48453)  0.343
H (-2.93731, -0.58618, -4.98810)  0.670
H (-3.83084, 0.37563, 3.05625)  0.706
H (-4.03020, 2.76193, 2.27713)  0.505
H (-4.44791, 2.23351, 0.66006)  0.253
H (-3.07797, 3.31827, 0.88953)  0.399
H (-4.04454, -2.63847, 2.75518)  0.270
H (-4.40945, -1.50126, 4.07294)  0.405
H (-3.79760, -3.10258, 4.43465)  0.508
H (-1.55772, -3.53841, 2.64515)  0.033
H (-1.45289, -3.64203, 4.40489)  0.510
H (-0.27991, -2.66771, 3.51216)  0.233
H (-2.52092, -0.11404, 5.10124)  0.369
H (-0.86810, -0.76971, 5.03206)  0.284
H (-2.15689, -1.67055, 5.83394)  0.551
H (1.95720, -5.31283, -0.43860)  0.519
H (4.22242, -4.51219, -0.55961)  0.475
H (4.48231, -2.94287, 0.21367)  0.366
H (4.33540, -3.04838, -1.53889)  0.382
H (-0.87135, -5.55648, -2.34897)  0.366
H (-1.32045, -6.94138, -1.34981)  0.483
H (0.37818, -6.52774, -1.54702)  0.393
H (-2.58321, -4.45991, -1.01497)  0.333
H (-2.29604, -3.92181, 0.64132)  -0.067
H (-2.81123, -5.58561, 0.31691)  0.498
H (0.66232, -6.51378, 0.88002)  0.387
H (-1.02974, -6.82425, 1.22383)  0.519
H (-0.23839, -5.41838, 1.93866)  0.217
H (-4.09856, -3.03879, -2.77731)  0.382
H (-5.67974, -2.57656, -2.14693)  0.512
H (-4.24858, -2.39321, -1.12181)  0.192
H (-4.90581, -1.51938, -4.69751)  0.452
H (-5.04779, 0.24065, -4.44197)  0.503
H (-6.25650, -0.86267, -3.79860)  0.410
H (-4.48448, -0.00256, -0.67385)  0.032
H (-6.05703, -0.09080, -1.47698)  0.506
H (-4.89177, 1.13518, -1.98061)  0.400
C (2.23083, -0.48944, 2.74792)  -1.090
As (1.73303, 1.19011, 1.87950)  1.230
C (0.44631, 1.81068, 3.23836)  -0.872
C (3.15005, 2.42795, 2.41651)  0.451
C (4.02153, 2.15911, 3.46428)  -0.845
C (4.94268, 3.11987, 3.85719)  -0.906
C (4.99284, 4.34466, 3.20479)  -0.876
C (4.11844, 4.61669, 2.16155)  -0.974
C (3.19258, 3.65835, 1.76444)  -0.099
As (1.90382, 3.94862, 0.32988)  1.902
C (0.46196, 4.91810, 1.25049)  -1.200
C (2.66532, 5.47845, -0.60987)  -1.677
H (2.22813, -0.32638, 3.82389)  0.615
H (3.21420, -0.82932, 2.43329)  0.435
H (1.49492, -1.25654, 2.50606)  -0.236
H (0.99126, 1.80019, 4.18082)  0.666
H (-0.41067, 1.14447, 3.31380)  -0.127
H (0.11374, 2.82875, 3.04876)  0.242
H (3.99345, 1.20301, 3.97273)  0.433
H (5.61679, 2.91067, 4.67739)  0.494
H (5.70918, 5.09288, 3.51757)  0.489
H (4.16313, 5.58042, 1.67075)  0.484
H (0.87484, 5.43837, 2.11295)  0.491
H (-0.34236, 4.25856, 1.56333)  0.100
H (0.05719, 5.65569, 0.55720)  0.543
H (2.61750, 6.31759, 0.08248)  0.661
H (2.06938, 5.72395, -1.48807)  0.393
H (3.69541, 5.30491, -0.90940)  0.430
N (5.22065, 1.14202, 0.53607)  -0.033
C (4.91435, 1.85866, -0.55556)  -0.043
N (3.68854, 2.05296, -1.07538)  0.996
C (3.77806, 2.91361, -2.18613)  -0.682
C (5.02270, 3.35250, -2.46278)  -0.745
S (6.17310, 2.69782, -1.37753)  -0.115
C (2.59605, 3.29587, -2.93705)  -0.314
C (2.63572, 3.92149, -4.13005)  -0.358
S (1.06114, 4.25623, -4.70786)  -0.112
C (0.39559, 3.48903, -3.30709)  -0.408
N (1.30569, 3.03954, -2.44251)  1.048
N (-0.93960, 3.34272, -3.24090)  0.003
H (4.67000, 0.34249, 0.79607)  -0.220
H (6.20080, 1.07392, 0.77218)  0.331
H (5.33356, 4.03372, -3.23842)  0.500
H (3.50176, 4.19814, -4.70951)  0.477
H (-1.49402, 3.85037, -3.91533)  0.308
H (-1.40985, 3.13140, -2.37989)  -0.096

Summary:
LUMO (alpha / beta)	-12.8 / -12.8	eV
HOMO-LUMO gap (alpha / beta)	4.98 / 4.96	eV
2S+1	1
total charge	+4

Calculated strongest force on any atom, 2.43 2.56 eV/Å (same order as the records).
Calculated energy above the lowest of the compared OMol25 structures with the same formula, charge and spin, 37.3 30.4 kcal/mol (same order as the records).
Calculated DFT total energy, -6315.26454 -8775.97046 a.u. (same order as the records).